Molecular formula: C10H12NO2
Method: DFT, ωB97M-V with the def2-TZVPD basis set

```
! wB97M-V def2-TZVPD RIJCOSX def2/J DEFGRID3
* xyz 1 1
C 2.8409 -1.4265 -0.0418
C 2.1285 -2.5904 0.2656
C 2.1810 -0.1802 -0.1632
C 0.7431 -2.5413 0.4806
C 0.7763 -0.0709 -0.1381
C 0.1230 -1.2841 0.1653
C -0.3956 1.9645 0.5391
C -1.5060 2.6231 0.3007
C 0.3171 1.2376 -0.6017
C -1.3307 -1.3028 0.2233
N -2.0704 -0.9078 -0.7381
O -0.5792 1.0205 -1.7468
O -1.9463 -1.8743 1.2290
H 3.8763 -1.4716 -0.2201
H 2.6714 -3.4760 0.5066
H 2.7903 0.7424 -0.2454
H 0.1541 -3.3329 0.8757
H -0.0090 1.5340 1.5304
H -2.2946 2.9463 1.0740
H 1.2166 1.9199 -0.9798
H -1.6244 3.0584 -0.6804
H -3.1034 -1.0208 -0.7039
H -1.7548 -0.2628 -1.3545
H -0.4877 1.6809 -2.4710
H -1.3776 -2.1792 1.9459
*
```

The calculation puts the energy above the lowest of the compared OMol25 structures with the same formula, charge and spin at 0.751 eV. Its SMILES is C=C[C@H](O)c1ccccc1C(=[NH2+])O. The calculation puts the maximum force at 4.578 eV/A. Its gap between HOMO and LUMO is 0.3496 Ha.